Entry 1:
# C23H44N6O7PSSiY

A molecular structure, C23H44N6O7PSSiY (ωB97M-V/def2-TZVPD, the OMol25 dataset).

```
! wB97M-V def2-TZVPD RIJCOSX def2/J DEFGRID3
* xyz 0 1
Y 0.084 -0.372 -0.891
S 2.751 -1.188 1.322
P -2.188 -1.417 -2.217
Si 0.521 3.313 -1.074
O 0.110 1.752 -0.882
O -1.495 -2.436 -1.164
O -3.292 -1.968 -3.007
O 2.783 -2.493 1.922
O 3.449 -0.990 0.065
O -0.953 -0.787 -2.828
O -2.625 -0.345 -1.083
N -0.967 -0.518 1.452
N 1.234 -0.726 0.995
N 4.981 2.695 5.177
N 2.020 0.175 -2.355
N 0.530 -0.783 3.281
N 1.420 -2.407 -1.663
C -1.987 -0.424 2.290
C 4.487 1.781 4.263
C 1.875 -2.170 -3.046
C -3.326 1.764 -0.240
C 0.264 -0.680 1.980
C 1.082 4.051 0.541
C -2.106 -3.637 -0.579
C -1.143 -4.048 0.519
C -3.155 1.445 -2.707
C -1.817 -0.504 3.657
C 4.244 0.459 4.647
C -2.212 -4.689 -1.664
C -4.941 0.240 -1.406
C 3.424 -0.045 2.453
C -0.897 4.335 -1.711
C -3.529 0.793 -1.384
C -0.515 -0.695 4.096
C 3.708 -0.445 3.751
C 2.734 -0.923 -3.041
C 1.919 3.535 -2.295
C 4.183 2.175 2.956
C -3.468 -3.283 -0.003
C 3.662 1.268 2.057
H 3.658 -1.115 -2.496
H 3.442 1.580 1.044
H -1.534 -4.914 1.055
H 0.993 -2.019 -3.668
H -3.371 -2.492 0.742
H 2.856 3.075 -1.965
H -2.270 2.009 -0.126
H 1.698 0.886 -3.001
H -3.888 -4.166 0.482
H 1.845 3.429 1.019
H -2.122 1.794 -2.693
H -2.651 -0.433 4.338
H -0.300 -0.783 5.157
H 4.470 0.147 5.660
H 1.503 5.050 0.389
H -3.707 1.353 0.697
H -1.006 -3.234 1.233
H -4.155 -2.954 -0.783
H -0.166 -4.321 0.116
H -5.653 1.059 -1.529
H -5.068 -0.466 -2.224
H 5.388 3.540 4.816
H -3.290 0.766 -3.551
H -2.620 -5.607 -1.236
H -0.574 5.371 -1.851
H 5.448 2.329 5.988
H 0.248 4.140 1.243
H 4.361 3.200 2.651
H -3.807 2.308 -2.860
H 2.107 4.607 -2.413
H -3.876 2.683 -0.449
H 0.899 -3.273 -1.599
H 3.500 -1.464 4.046
H -2.965 -0.301 1.837
H 3.003 -0.645 -4.061
H 2.238 -2.490 -1.062
H 2.643 0.638 -1.702
H -2.866 -4.353 -2.469
H 1.678 3.144 -3.289
H -1.738 4.337 -1.012
H -5.160 -0.267 -0.463
H 2.451 -3.007 -3.449
H -1.226 -4.915 -2.076
H -1.262 3.964 -2.673
*
```

For the energy above the lowest of the compared OMol25 structures with the same formula, charge and spin, the calculation gives 0.253 eV. The energy is -76896.066 eV. The value obtained for the maximum force is 1.86 eV/A.

=====

Entry 2:
# C23H45AsNOPReS4Si

A molecular structure, C23H45AsNOPReS4Si (ωB97M-V/def2-TZVPD, the OMol25 dataset).

```
! wB97M-V def2-TZVPD RIJCOSX def2/J DEFGRID3
* xyz 1 1
Re 1.009 1.494 0.744
As 2.449 4.176 -0.897
S 0.090 2.791 -0.942
S 3.103 2.189 -0.002
S 2.200 5.667 0.488
S 3.017 4.445 -2.836
P 0.961 -1.712 -0.215
Si -2.109 2.981 -0.561
O 0.960 2.412 2.241
N 0.862 -0.094 -0.066
C -0.715 -2.279 -0.876
C 0.023 -2.200 2.342
C 3.682 -1.745 -0.659
C 1.150 2.732 3.613
C -2.775 0.742 -4.009
C 2.378 -2.011 -1.423
C 0.554 4.094 3.928
C -0.781 -1.918 -2.367
C -3.985 0.117 -3.742
C -4.630 0.345 -2.535
C -1.845 -1.500 -0.187
C -0.897 -3.788 -0.700
C 2.416 -1.563 2.231
C 2.381 -3.450 -1.944
C -2.528 4.790 -0.760
C 2.293 -0.988 -2.565
C -2.834 1.816 -1.842
C -2.351 2.379 1.215
C 1.726 -3.852 1.515
C -2.204 1.584 -3.067
C 1.318 -2.377 1.536
C -4.059 1.190 -1.595
C 0.559 1.622 4.477
H -2.009 5.403 -0.022
H -2.058 -1.849 0.820
H -0.077 -4.351 -1.149
H 3.297 -3.603 -2.518
H -0.356 -1.178 2.262
H 2.382 -1.784 3.299
H -3.604 4.941 -0.637
H 0.229 -2.397 3.395
H -3.385 2.079 1.401
H -2.755 -1.627 -0.776
H -4.575 1.369 -0.657
H 1.845 -4.188 2.547
H -4.430 -0.541 -4.478
H -0.993 -4.078 0.346
H -1.262 2.070 -3.292
H -1.789 -2.140 -2.721
H 4.504 -1.748 -1.376
H 0.963 0.653 4.177
H -2.104 3.178 1.917
H 2.374 -4.178 -1.132
H -1.716 1.517 1.440
H 3.892 -2.521 0.076
H 2.679 -4.005 1.009
H -0.530 4.076 3.804
H -1.619 -0.434 -0.164
H 0.810 1.795 5.522
H 2.130 0.020 -2.182
H 3.670 -0.766 -0.180
H 3.415 -1.803 1.880
H -1.819 -4.084 -1.205
H 2.232 2.770 3.778
H 0.976 -4.485 1.044
H 0.784 4.353 4.960
H -0.752 -2.896 2.028
H 0.976 4.848 3.268
H 1.522 -1.220 -3.293
H -2.251 5.151 -1.752
H -0.091 -2.503 -2.970
H -0.603 -0.854 -2.525
H -0.528 1.601 4.378
H -5.582 -0.126 -2.327
H 3.248 -0.988 -3.093
H 1.544 -3.660 -2.607
H 2.270 -0.484 2.120
H -2.273 0.576 -4.954
*
```

For the energy above the lowest of the compared OMol25 structures with the same formula, charge and spin, the calculation gives 0.284 eV. The energy is -151592.851 eV. The value obtained for the maximum force is 3.69 eV/A.

=====

Entry 3:
# C23H45BBrN4O7PSSi

C23H45BBrN4O7PSSi in the gas phase (ωB97M-V/def2-TZVPD, the OMol25 dataset).

```
! wB97M-V def2-TZVPD RIJCOSX def2/J DEFGRID3
* xyz 0 1
Br -1.558 -1.362 1.651
S -1.924 -2.683 -2.297
P -4.645 -3.293 0.829
Si 3.904 -1.357 0.862
O -1.547 -1.272 -3.029
O -3.400 -4.096 1.425
O -4.050 0.888 -2.163
O -2.933 -3.196 -3.178
O -5.756 -3.380 1.787
O -2.717 -2.385 -0.889
O -5.062 -4.055 -0.517
N -1.374 1.519 2.716
N -5.228 -1.199 -2.342
N -3.567 2.451 2.396
N -1.733 3.268 1.193
C 3.440 -1.403 -0.982
C 2.169 -2.426 -2.729
C -0.874 -0.195 -0.775
C 4.926 0.192 1.248
C 2.876 2.311 0.593
C 0.903 3.434 -0.639
C -4.405 -1.512 0.532
C 2.615 -1.509 -3.653
C 3.918 -0.509 -1.912
C -1.050 -0.136 -2.293
C -2.307 2.010 1.692
C 0.123 0.942 -0.382
C 2.564 -2.386 -1.423
C 4.813 -2.961 1.344
C 3.513 -0.562 -3.227
C -2.780 1.120 0.523
C -2.181 -0.222 0.087
C 1.647 3.226 0.690
C 3.936 2.510 1.720
C -3.316 -1.123 -0.559
C 0.033 2.249 -1.177
C 4.289 1.130 2.308
C 2.237 -1.419 1.772
B -4.210 -0.418 -1.700
H 5.939 -0.096 1.550
H -2.773 1.753 -0.370
H -0.281 -1.092 -0.566
H 3.329 2.359 -0.403
H -1.896 1.294 3.553
H -3.849 0.949 0.692
H -0.084 0.116 -2.740
H 0.107 1.065 0.703
H 4.624 0.275 -1.656
H 1.676 3.643 -1.392
H 5.039 1.322 3.090
H -2.326 3.643 0.459
H -4.062 1.634 2.751
H -3.108 -3.729 2.268
H -3.319 3.052 3.173
H -4.815 -4.986 -0.400
H 1.473 -3.190 -3.070
H 5.085 -3.525 0.446
H -1.699 0.715 -2.532
H 4.116 -3.606 1.890
H 5.688 -2.761 1.968
H 2.316 -1.116 2.819
H 0.995 2.847 1.482
H 0.313 4.352 -0.585
H 3.424 0.710 2.827
H 2.511 1.289 0.740
H -0.997 2.617 -1.243
H -0.736 2.272 2.951
H -5.406 -1.201 0.203
H 1.831 -2.434 1.720
H 3.488 3.107 2.521
H 3.890 0.179 -3.927
H -1.754 3.947 1.948
H 1.555 -0.752 1.236
H -5.120 -2.197 -2.167
H -5.125 -1.102 -3.350
H 2.155 -3.143 -0.758
H -4.265 -0.950 1.455
H 4.833 2.989 1.316
H -4.837 1.413 -1.973
H 5.072 0.797 0.345
H 0.337 2.107 -2.218
H 1.114 0.532 -0.617
H 1.963 4.219 1.043
H 2.288 -1.511 -4.686
*
```

For the energy above the lowest of the compared OMol25 structures with the same formula, charge and spin, the calculation gives 0.000 eV. The energy is -143598.665 eV. The value obtained for the maximum force is 2.78 eV/A.

=====

Entry 4:
# C23H45BrGaNO2P

A molecular structure, C23H45BrGaNO2P (ωB97M-V/def2-TZVPD, the OMol25 dataset).

```
! wB97M-V def2-TZVPD RIJCOSX def2/J DEFGRID3
* xyz -1 1
Br 3.068 0.949 0.012
Ga -0.448 1.090 1.284
P 1.871 1.629 1.831
O -1.210 0.613 2.937
O 2.277 0.411 2.906
N 2.992 -0.866 -3.070
C -0.907 -3.969 -6.939
C -0.991 0.014 -1.482
C -0.471 -0.819 -2.661
C 1.592 -0.812 6.478
C 0.320 -3.843 -9.002
C -0.852 -0.518 5.660
C 0.677 1.499 5.983
C -0.750 3.767 -0.136
C 0.292 -1.964 -7.503
C -0.428 -0.394 -0.115
C 0.713 -2.549 -8.689
C -0.531 -1.249 4.344
C 0.376 4.835 1.918
C -1.474 2.779 0.769
C 0.483 4.473 0.445
C -1.443 -0.726 3.236
C 1.787 -1.021 -3.903
C -2.835 2.424 0.162
C 0.333 0.078 6.444
C -0.490 -4.552 -8.127
C 0.606 -0.120 -3.519
C -0.517 -2.674 -6.627
C -0.760 -2.765 4.488
H -1.381 -1.388 2.364
H -3.447 3.335 0.091
H -1.463 4.554 -0.431
H 0.612 5.409 -0.107
H -1.535 -4.523 -6.254
H 1.157 2.041 6.801
H -1.380 -1.208 6.322
H 2.191 -0.454 2.501
H -0.028 -3.231 5.142
H -0.461 5.523 2.065
H -0.738 -3.236 3.506
H -0.217 2.049 5.696
H 0.511 -1.106 4.062
H -1.314 -1.045 -3.320
H 1.349 -1.996 -9.368
H -2.470 -0.833 3.625
H 0.595 -0.955 -7.257
H 0.608 -0.707 -0.277
H 0.977 0.742 -2.962
H 2.078 -0.866 -4.942
H 2.874 -1.390 -2.214
H 1.393 3.904 0.249
H -0.003 0.176 7.479
H 1.474 -2.060 -3.809
H -0.788 1.066 -1.692
H 3.086 0.102 -2.793
H -1.759 -2.927 4.896
H 1.463 -1.759 5.962
H -2.078 -0.072 -1.457
H -0.839 -2.219 -5.699
H 1.284 5.307 2.284
H -0.797 -5.562 -8.371
H 0.151 0.266 -4.433
H -1.529 0.304 5.432
H -3.385 1.730 0.796
H -0.475 3.277 -1.073
H -0.080 -1.780 -2.324
H 0.170 3.966 2.538
H -0.960 -1.301 0.185
H 1.859 -1.054 7.509
H 1.371 1.492 5.149
H -2.750 2.035 -0.849
H -1.702 3.259 1.723
H 0.648 -4.299 -9.927
H 2.446 -0.284 6.060
*
```

For the energy above the lowest of the compared OMol25 structures with the same formula, charge and spin, the calculation gives 0.353 eV. The energy is -161876.529 eV. The value obtained for the maximum force is 0.80 eV/A.

=====

Entry 5:
# C23H45Cl3CsGeN5SSi

A molecular structure, C23H45Cl3CsGeN5SSi (ωB97M-V/def2-TZVPD, the OMol25 dataset).

```
! wB97M-V def2-TZVPD RIJCOSX def2/J DEFGRID3
* xyz -1 2
Cs 0.150 0.089 -0.242
Ge -0.068 2.567 -3.161
Cl -0.416 4.613 -4.457
Cl -0.009 3.281 -1.037
Cl -1.911 1.280 -2.990
S -1.606 -2.023 2.076
Si 3.980 -0.265 -3.582
N -1.320 1.342 2.210
N -0.864 -3.063 -3.549
N -3.125 0.150 0.310
N 2.305 0.211 1.956
N -0.383 -1.875 -2.912
C 1.431 -4.566 1.954
C 2.985 1.494 2.079
C 4.979 -0.573 -2.042
C 3.213 -3.631 3.471
C 2.350 0.513 -3.195
C 3.620 -1.876 -4.469
C -1.013 0.503 3.352
C -3.583 -1.213 0.168
C 1.895 2.566 2.221
C -1.760 -0.827 3.448
C -3.286 -2.087 1.392
C 3.973 1.743 3.234
C 3.739 1.763 0.764
C 5.025 -2.739 4.961
C -3.660 0.916 1.417
C 1.302 1.121 -3.063
C 2.007 -2.140 2.016
C -2.647 1.890 2.031
C 2.701 -0.961 2.471
C 2.237 -3.410 2.495
C 4.859 0.937 -4.719
C 3.942 -2.539 3.927
C 3.706 -1.258 3.451
H -3.987 -1.883 2.203
H 1.251 -2.039 1.246
H 0.585 -1.746 -3.180
H 4.545 -2.371 -4.777
H -1.215 1.015 4.312
H 4.258 1.155 -5.602
H 3.013 -1.704 -5.359
H 1.472 -4.604 0.863
H 5.234 0.365 -1.549
H -4.670 -1.287 -0.013
H 4.897 1.179 3.111
H -3.994 0.218 2.182
H -3.087 2.274 2.969
H -2.541 2.746 1.360
H -2.825 -0.680 3.627
H -3.081 -1.637 -0.706
H 4.438 -1.186 -1.319
H 1.380 2.451 3.181
H -1.294 -2.853 -4.443
H 6.013 -2.526 4.546
H 3.530 1.486 4.198
H 5.909 -1.088 -2.298
H 5.818 0.528 -5.048
H 4.240 2.803 3.256
H -4.553 1.496 1.141
H 0.063 0.303 3.303
H 1.805 -5.517 2.337
H -3.450 -3.129 1.110
H -0.634 2.082 2.153
H 3.073 -2.562 -3.819
H 5.032 -3.767 5.328
H -1.368 -1.341 4.327
H 1.162 2.460 1.420
H 4.457 0.957 0.601
H -3.149 0.650 -0.569
H 4.277 2.717 0.784
H -0.887 -1.049 -3.221
H 4.885 -2.076 5.818
H 0.378 -4.480 2.236
H 3.407 -4.628 3.850
H 5.051 1.882 -4.206
H 3.042 1.792 -0.080
H 4.301 -0.468 3.875
H 2.304 3.578 2.166
H -1.575 -3.466 -2.953
*
```

The energy is -145379.542 eV. The value obtained for the maximum force is 0.50 eV/A.

=====

Entry 6:
# C23H45Cl3N2NdO3PSi

A molecular structure, C23H45Cl3N2NdO3PSi (ωB97M-V/def2-TZVPD, the OMol25 dataset).

```
! wB97M-V def2-TZVPD RIJCOSX def2/J DEFGRID3
* xyz 0 4
Nd 1.747 1.289 0.517
Cl -0.991 1.043 0.780
Cl 2.899 2.931 -1.067
Cl 1.307 -0.224 -1.283
P 0.315 0.229 3.104
Si -1.368 1.046 -4.228
O 1.098 3.156 1.872
O -1.102 -0.356 -3.427
O 3.147 -0.693 0.851
N 0.234 5.196 2.306
N 3.467 -2.165 -0.931
C 0.365 1.757 -4.402
C -0.177 -4.264 -5.405
C -0.197 -2.545 -1.461
C 1.883 0.254 4.054
C -0.915 6.082 2.503
C -2.091 1.093 -5.941
C -1.624 -2.573 -4.249
C -2.194 1.979 -2.806
C 0.097 3.942 1.898
C -0.193 -1.513 3.177
C -0.933 -3.726 0.512
C -2.219 -3.198 0.303
C -1.494 -2.125 -1.749
C 3.466 -3.570 -1.332
C -1.861 -1.568 -3.103
C 3.175 -1.857 0.343
C 1.569 5.678 2.646
C -2.484 -2.381 -0.799
C -0.838 1.051 4.251
C -0.618 -3.458 -4.251
C 3.828 -1.220 -2.005
C 0.099 -3.292 -0.319
C -2.400 -2.337 -5.518
H 1.749 6.627 2.144
H 0.472 -5.078 -5.072
H -1.041 6.340 3.570
H -0.906 3.599 1.583
H -1.824 5.572 2.141
H 1.647 5.824 3.723
H -2.833 2.809 -3.141
H -3.029 -3.445 0.996
H -2.787 1.308 -2.159
H 2.475 -3.917 -1.674
H -0.124 -1.874 4.214
H -0.061 -3.674 -3.369
H -3.273 -1.695 -5.345
H -0.740 0.590 5.245
H 2.659 -0.292 3.497
H 3.906 -0.198 -1.626
H 2.930 -2.746 0.959
H -1.864 0.935 3.875
H 2.200 1.299 4.189
H -2.771 -3.269 -5.984
H 0.900 1.775 -3.443
H 0.408 -3.598 -6.041
H 0.599 -2.306 -2.161
H -1.223 -1.593 2.804
H 1.713 -0.215 5.030
H 0.270 2.779 -4.794
H -0.588 2.121 4.311
H 1.138 -3.580 -0.115
H -3.188 1.046 -5.882
H 2.274 4.920 2.310
H -1.766 -1.856 -6.284
H 3.094 -1.264 -2.821
H -0.981 -4.693 -6.010
H 0.973 1.183 -5.111
H -1.820 2.051 -6.421
H -1.388 2.398 -2.174
H -2.930 -1.300 -3.069
H 4.779 -1.551 -2.420
H 3.788 -4.186 -0.480
H -0.776 7.028 1.952
H 0.469 -2.101 2.526
H 4.168 -3.683 -2.164
H -3.468 -1.950 -0.952
H -0.725 -4.443 1.316
H -1.730 0.283 -6.596
*
```

For the energy above the lowest of the compared OMol25 structures with the same formula, charge and spin, the calculation gives 0.000 eV. The energy is -103720.548 eV. The value obtained for the maximum force is 2.55 eV/A.